(1)
{
  "formula": "C4H12NO2",
  "method": "ωB97M-V with the def2-TZVPD basis set",
  "gap_ev": 8.7,
  "total_energy_ha": -364.48426,
  "e_homo_ev": -13.822,
  "total_charge": 1,
  "symbols": ["C", "C", "C", "C", "N", "H", "H", "H", "H", "H", "H", "H", "H", "H", "H", "O", "H", "H", "O"],
  "positions_angstrom": [[2.009315, 1.122958, -1.221667], [0.436465, 1.590082, -0.974462], [-0.139514, 2.238457, -2.093097], [-0.336372, -0.303733, 0.367011], [-0.297221, 0.965635, 0.150679], [2.498011, 1.223614, -0.343489], [2.536434, 1.693928, -2.008098], [1.958434, 0.052693, -1.344013], [-1.161081, 2.578339, -2.218024], [0.405411, 2.262495, -3.103865], [-0.693022, -0.896504, 1.324200], [-0.155254, -1.063830, -0.401016], [-0.627148, 1.492012, 0.958032], [0.754144, -5.972940, 1.139242], [-0.677055, -6.317671, 0.727983], [-0.076283, -5.586107, 0.694407], [-2.400696, 1.334753, 3.437183], [-2.249356, 2.167761, 2.206613], [-1.785204, 1.418064, 2.702382]],
  "forces_ev_per_a": [[-3.9, 0.1, -0.9], [0.8, 0.7, -5.1], [1.2, -2.1, 1.6], [-1.1, -1.9, 0.7], [0.8, -0.7, 0.4], [1.8, 0.7, 2.9], [-0.8, -0.5, 0.3], [0.2, -0.4, -0.8], [-0.1, -0.2, 0.6], [-0.2, 0.4, 2.1], [0.5, 2.4, -1.5], [0.7, 0.8, -0.2], [0.2, 0.5, 0.1], [-1.9, 1.0, -1.1], [-0.7, -0.6, -0.1], [2.6, -0.3, 1.1], [0.2, -0.4, 0.4], [0.9, -1.3, 0.9], [-1.1, 1.9, -1.5]]
}

***

(2)
{
  "formula": "C4H12NO2",
  "method": "ωB97M-V with the def2-TZVPD basis set",
  "gap_ev": 9.5,
  "total_energy_ha": -364.55270,
  "e_homo_ev": -14.015,
  "total_charge": 1,
  "symbols": ["C", "C", "C", "N", "C", "H", "H", "H", "H", "H", "H", "H", "H", "H", "H", "O", "H", "H", "O"],
  "positions_angstrom": [[0.933752, 1.190293, 2.570716], [0.815632, 0.306845, 1.400454], [0.636859, 0.630247, 0.126494], [0.543438, -0.357589, -0.865602], [1.346348, -1.326505, -1.064441], [1.564430, 0.739632, 3.340903], [1.139246, 2.258244, 2.434783], [-0.013662, 1.242592, 3.145735], [0.831811, -0.746390, 1.675670], [0.529423, 1.677942, -0.134278], [-0.097941, -0.256464, -1.689986], [1.127428, -2.056616, -1.825445], [2.220561, -1.448017, -0.425725], [-0.803451, -0.790332, -4.210992], [-1.033244, 0.427093, -3.458029], [-0.461252, -0.361683, -3.405804], [-3.376972, 0.281567, 0.482408], [-2.943157, -0.821211, 1.421145], [-2.959245, -0.589647, 0.481988]],
  "forces_ev_per_a": [[-0.9, 0.8, 1.4], [0.0, -0.7, 0.2], [0.2, 0.8, 1.2], [0.0, -0.1, -2.0], [0.4, -0.2, 1.0], [0.5, 0.2, -0.4], [0.5, -0.4, -0.4], [0.0, -0.4, -0.6], [0.0, -0.1, -0.2], [-0.1, -0.3, -0.6], [-0.1, 0.0, 0.9], [0.0, 0.1, -0.3], [-0.2, 0.0, 0.0], [0.5, -0.5, 0.4], [0.4, 0.0, 0.4], [-1.1, 0.7, -0.9], [0.0, -0.2, -0.1], [0.0, -0.1, -0.2], [0.1, 0.3, 0.3]]
}

***

(3)
{
  "formula": "C4H12NO2",
  "method": "ωB97M-V with the def2-TZVPD basis set",
  "gap_ev": 9.7,
  "total_energy_ha": -364.57371,
  "e_homo_ev": -14.134,
  "total_charge": 1,
  "symbols": ["C", "C", "C", "C", "N", "H", "H", "H", "H", "H", "H", "H", "H", "H", "H", "O", "H", "H", "O"],
  "positions_angstrom": [[0.161826, -0.866167, -1.890624], [-0.794679, -0.621727, -0.775722], [-2.065241, -1.011091, -0.739417], [0.843361, 0.482586, 0.606978], [-0.360277, 0.134721, 0.362144], [0.639604, 0.066542, -2.207817], [-0.402234, -1.239730, -2.741390], [0.934741, -1.586079, -1.609473], [-2.752355, -0.674566, 0.023057], [-2.508182, -1.379067, -1.648564], [1.079013, 0.982717, 1.533950], [1.579540, 0.265076, -0.148055], [-1.058552, 0.258699, 1.111557], [4.255696, 1.538385, 0.621609], [4.099651, 1.764794, -0.819926], [3.565166, 1.487910, -0.055976], [-2.501146, 0.902182, 2.827502], [-2.693859, -0.581633, 2.887804], [-2.022072, 0.076449, 2.662362]],
  "forces_ev_per_a": [[0.1, 0.2, 0.1], [-0.6, 0.1, 0.2], [-0.1, 1.1, -0.7], [-0.4, -0.2, -0.5], [0.5, -0.5, 0.5], [0.0, -0.1, 0.0], [0.1, -0.1, 0.0], [0.0, 0.0, -0.1], [0.1, -0.3, 0.3], [0.0, -0.6, 0.1], [0.0, 0.1, 0.0], [0.4, 0.2, 0.2], [-0.1, -0.1, 0.0], [-0.4, -0.1, 0.3], [-0.6, -0.1, -0.1], [0.9, 0.2, -0.2], [0.3, 0.0, 0.1], [0.3, -0.2, 0.0], [-0.6, 0.4, -0.1]]
}

***

(4)
{
  "formula": "C4H12NO2",
  "method": "ωB97M-V with the def2-TZVPD basis set",
  "gap_ev": 9.5,
  "total_energy_ha": -364.56482,
  "e_homo_ev": -13.990,
  "total_charge": 1,
  "symbols": ["C", "C", "C", "C", "N", "H", "H", "H", "H", "H", "H", "H", "H", "H", "H", "O", "H", "H", "O"],
  "positions_angstrom": [[1.478322, -0.971506, 1.733689], [0.270599, -0.221916, 1.212472], [-0.924715, -0.381496, 1.767332], [1.411389, 0.637962, -0.613912], [0.289660, 0.421599, -0.066599], [2.040263, -1.493146, 0.959108], [2.162727, -0.226580, 2.139158], [1.115732, -1.623395, 2.511753], [-1.784408, 0.085640, 1.312845], [-1.017701, -0.936922, 2.695196], [1.486106, 0.836019, -1.669862], [2.277076, 0.431183, -0.009859], [-0.600428, 0.702658, -0.519076], [-0.801386, -0.268345, -3.396016], [0.542387, -0.910783, -3.132602], [-0.236670, -0.571713, -2.668244], [-2.449542, 2.136614, -0.266942], [-3.024140, 1.005750, -1.210782], [-2.235271, 1.348378, -0.777657]],
  "forces_ev_per_a": [[0.0, 1.6, -0.5], [-1.1, -1.3, 0.1], [0.1, 0.4, 0.1], [0.3, -0.5, -0.5], [0.8, 0.2, 0.7], [-0.3, -0.3, 0.0], [0.3, -0.2, 0.4], [0.2, -0.2, 0.1], [-0.2, -0.1, 0.2], [-0.2, 0.1, -0.2], [-0.1, 0.7, 0.0], [0.4, 0.0, -0.2], [-0.1, -0.4, 0.0], [0.0, -0.1, 0.3], [-0.2, -0.1, 0.1], [0.1, 0.2, -0.6], [-0.4, 0.0, -0.2], [-0.1, 0.2, 0.1], [0.4, -0.1, 0.1]]
}

***

(5)
{
  "formula": "C4H12NO2S",
  "method": "ωB97M-V with the def2-TZVPD basis set",
  "gap_ev": 6.3,
  "total_energy_ha": -763.00305,
  "e_homo_ev": -2.734,
  "total_charge": -1,
  "symbols": ["C", "N", "C", "C", "S", "C", "O", "H", "H", "H", "H", "H", "H", "H", "H", "H", "H", "H", "H", "O"],
  "positions_angstrom": [[-0.970886, -1.813598, 0.464714], [-0.363183, -1.014780, -0.618737], [0.059475, 0.402649, -0.162995], [0.759861, 1.232492, -1.271059], [0.648750, 3.011951, -0.848696], [-1.120748, 1.242067, 0.430018], [-0.938109, 1.610955, 1.781438], [-1.370599, -2.806127, 0.214490], [-0.001339, -2.243234, 0.968460], [-1.617627, -1.265044, 1.053230], [-0.968011, -0.833111, -1.414845], [0.684347, 0.290850, 0.776990], [0.483570, 0.848599, -2.245128], [1.843662, 0.958026, -1.093798], [-0.387346, 2.410658, 1.702223], [-1.413077, 2.106783, -0.086546], [-2.032033, 0.659166, 0.482808], [1.585874, -1.337781, -0.294706], [2.715198, -1.610575, 0.552177], [2.402223, -1.849945, -0.390035]],
  "forces_ev_per_a": [[4.2, -2.1, -1.0], [0.1, 1.5, 0.0], [-1.5, 0.0, 1.1], [2.0, -0.8, 2.2], [0.5, 0.2, -0.7], [-1.0, -2.2, 0.7], [0.7, 0.7, 0.5], [-0.5, 0.6, -0.9], [-1.8, 1.2, 0.2], [-1.2, 0.9, 1.7], [-0.2, -0.4, 0.2], [-0.2, -0.1, -1.2], [-0.3, 0.4, -0.4], [-1.0, 0.2, -0.9], [0.1, -0.2, 0.1], [0.2, 0.9, -1.3], [-0.3, -0.8, -0.2], [-0.7, -0.2, -1.2], [0.1, -0.9, -2.2], [0.9, 0.8, 3.2]]
}

***

(6)
{
  "formula": "C4H12NO3",
  "method": "ωB97M-V with the def2-TZVPD basis set",
  "gap_ev": 7.5,
  "total_energy_ha": -440.02878,
  "e_homo_ev": -3.836,
  "total_charge": -1,
  "symbols": ["C", "C", "C", "O", "N", "C", "O", "H", "H", "H", "H", "H", "H", "H", "H", "H", "H", "H", "H", "O"],
  "positions_angstrom": [[0.602166, -0.066190, -0.782929], [1.708635, -1.115046, -0.211551], [1.382426, -2.578296, -0.318597], [0.077423, -2.905093, -0.667907], [-0.637050, 0.013507, 0.091745], [-0.464475, 1.004270, 1.397629], [-0.294065, 2.290773, 1.176486], [1.099331, 0.889779, -0.862773], [0.352784, -0.315469, -1.810855], [2.547455, -1.049984, -0.816389], [2.011645, -0.950928, 0.836111], [1.964713, -3.108124, -0.997102], [1.350566, -2.982316, 0.797819], [-0.548141, -2.162266, -0.447103], [-1.379402, 0.395599, -0.438678], [-1.436868, 1.005288, 1.818420], [0.223308, 0.388320, 1.821070], [-1.141229, 2.789577, 0.051165], [-2.419302, 2.173394, -0.449298], [-1.975611, 3.034840, -0.590068]],
  "forces_ev_per_a": [[0.2, -0.8, 1.9], [-2.1, 1.0, 0.2], [-2.6, -0.4, 4.6], [-2.5, 0.7, -1.3], [1.8, -0.4, 0.5], [-2.6, 1.0, -3.6], [2.0, 0.6, -0.7], [0.2, 0.5, 0.2], [-0.2, -0.4, 0.0], [1.9, 1.0, -1.1], [-0.3, 0.6, -0.6], [1.6, -1.0, -0.8], [1.5, 0.2, -2.0], [1.0, -0.6, 0.1], [-0.7, 0.5, -0.9], [-1.4, -1.7, 1.0], [2.6, -1.2, 2.3], [-1.0, 0.6, -0.3], [-0.1, 0.9, -0.3], [0.7, -1.3, 0.7]]
}

***

| no. | maximum force (eV/A) |
| --- | --- |
| 1 | 5.24 |
| 2 | 1.96 |
| 3 | 1.29 |
| 4 | 1.69 |
| 5 | 4.83 |
| 6 | 5.28 |